Record 1
{"formula": "C22H14Cl5N2O7Re", "method": "ωB97M-V with the def2-TZVPD basis set", "symbols": ["Re", "Cl", "C", "C", "C", "Cl", "C", "Cl", "C", "Cl", "C", "Cl", "O", "C", "O", "C", "C", "C", "C", "C", "N", "H", "H", "H", "H", "C", "O", "C", "C", "H", "H", "H", "H", "H", "H", "O", "C", "O", "C", "C", "C", "C", "C", "C", "N", "O", "O", "H", "H", "H", "H"], "positions_angstrom": [[1.250, 0.753, -0.427], [3.539, 3.361, -1.301], [1.943, 3.864, -0.867], [1.018, 2.913, -0.387], [-0.205, 3.495, 0.026], [-1.349, 2.549, 0.928], [-0.552, 4.826, -0.196], [-2.122, 5.409, 0.211], [0.385, 5.700, -0.732], [-0.023, 7.347, -1.016], [1.659, 5.224, -1.007], [2.877, 6.329, -1.520], [5.086, -0.681, -0.643], [3.877, -0.519, -0.575], [3.280, 0.615, -0.416], [2.936, -1.683, -0.649], [3.378, -2.994, -0.674], [2.453, -4.020, -0.639], [1.101, -3.690, -0.636], [0.738, -2.360, -0.667], [1.626, -1.360, -0.648], [4.444, -3.172, -0.693], [2.765, -5.055, -0.605], [0.338, -4.456, -0.616], [-0.303, -2.074, -0.693], [0.580, -0.434, 3.579], [0.557, -0.300, 2.153], [1.271, 0.677, 1.568], [2.092, 1.582, 2.435], [1.594, -0.635, 3.933], [-0.059, -1.270, 3.802], [0.186, 0.465, 4.057], [2.009, 1.370, 3.503], [1.799, 2.618, 2.254], [3.135, 1.489, 2.123], [-1.682, 0.618, -3.073], [-1.573, 0.200, -1.930], [-0.585, 0.536, -1.171], [-2.649, -0.756, -1.449], [-3.594, -1.082, -2.422], [-4.581, -2.019, -2.171], [-4.622, -2.656, -0.955], [-3.696, -2.323, 0.030], [-2.708, -1.354, -0.197], [-3.780, -3.036, 1.271], [-3.047, -2.719, 2.179], [-4.588, -3.942, 1.371], [-3.519, -0.585, -3.379], [-5.313, -2.264, -2.929], [-5.357, -3.414, -0.727], [-2.008, -1.090, 0.588]], "nbo_charge": [1.019, 0.026, -0.077, -0.330, 0.031, -0.008, -0.131, 0.021, -0.109, 0.022, -0.094, 0.022, -0.647, 0.730, -0.680, 0.100, -0.206, -0.179, -0.246, 0.057, -0.443, 0.246, 0.213, 0.221, 0.215, -0.260, -0.538, 0.291, -0.749, 0.172, 0.197, 0.178, 0.195, 0.245, 0.245, -0.651, 0.775, -0.759, -0.162, -0.123, -0.234, -0.171, -0.019, -0.121, 0.527, -0.377, -0.404, 0.255, 0.215, 0.240, 0.260], "multiplicity": 2, "homo_lumo_gap_ev": [5.20, 4.66], "e_above_lowest_kcal_mol": 0.0, "charge": -1, "lumo_ha": [0.05038, 0.05033], "s2": 0.84}

Record 2
{"formula": "C47H51BF5N2O6P2STb", "method": "ωB97M-V with the def2-TZVPD basis set", "symbols": ["Tb", "C", "C", "C", "C", "C", "C", "C", "C", "C", "C", "H", "H", "H", "H", "H", "H", "H", "H", "H", "H", "H", "H", "H", "H", "H", "C", "S", "C", "C", "C", "N", "P", "C", "C", "C", "C", "C", "C", "C", "C", "C", "C", "C", "C", "P", "C", "C", "C", "C", "C", "C", "C", "C", "C", "C", "C", "C", "H", "H", "H", "H", "H", "H", "H", "H", "H", "H", "H", "H", "H", "H", "H", "H", "H", "H", "H", "H", "H", "H", "H", "H", "H", "H", "H", "H", "H", "F", "O", "C", "O", "C", "C", "C", "C", "C", "C", "N", "O", "O", "H", "H", "H", "H", "C", "O", "C", "O", "H", "H", "H", "F", "B", "F", "F", "F"], "positions_angstrom": [[1.610, -1.630, -0.717], [2.840, -3.183, 1.322], [3.755, -3.092, 0.283], [4.137, -1.742, 0.145], [3.428, -1.051, 1.147], [2.639, -1.929, 1.890], [1.686, -1.632, 3.043], [3.648, 0.429, 1.482], [5.100, -1.131, -0.830], [4.396, -4.191, -0.590], [2.150, -4.475, 1.685], [1.123, -0.742, 2.814], [2.123, -1.551, 4.033], [0.929, -2.392, 2.939], [4.574, 0.551, 2.018], [2.811, 0.807, 2.079], [3.727, 1.049, 0.572], [5.036, -1.495, -1.845], [6.107, -1.178, -0.420], [4.843, -0.105, -0.947], [4.790, -3.836, -1.534], [3.833, -5.097, -0.765], [5.245, -4.646, -0.078], [1.080, -4.353, 1.879], [2.565, -5.069, 2.537], [2.330, -5.283, 0.909], [1.418, 4.097, 4.552], [-0.002, 5.122, 5.036], [-1.401, 3.910, 4.948], [-1.796, 3.381, 3.570], [-0.958, 2.224, 3.125], [-1.433, 1.663, 1.866], [-0.559, 1.975, 0.394], [-1.819, 3.024, -0.530], [-1.508, 3.276, -1.863], [-2.129, 4.301, -2.577], [-3.127, 5.074, -1.928], [-3.515, 4.791, -0.618], [-2.848, 3.766, 0.087], [0.637, 3.353, 0.893], [0.296, 4.753, 1.008], [1.293, 5.737, 1.145], [2.642, 5.351, 1.131], [2.985, 4.043, 0.938], [2.013, 3.076, 0.842], [-2.034, 0.057, 2.231], [-2.761, -0.654, 0.635], [-3.067, -2.017, 0.788], [-3.781, -2.643, -0.206], [-4.111, -1.927, -1.329], [-3.842, -0.573, -1.506], [-3.157, 0.046, -0.480], [-3.659, 0.507, 3.111], [-4.811, 1.081, 2.432], [-5.926, 1.281, 3.171], [-5.993, 0.954, 4.536], [-4.867, 0.554, 5.217], [-3.737, 0.268, 4.491], [2.285, 4.598, 5.024], [1.587, 4.089, 3.484], [1.328, 3.046, 4.879], [-2.223, 4.476, 5.376], [-1.101, 3.037, 5.619], [-1.783, 4.144, 2.787], [-2.852, 2.968, 3.511], [-0.920, 1.533, 3.982], [0.105, 2.503, 3.142], [-0.766, 2.663, -2.395], [-1.942, 4.483, -3.618], [-3.631, 5.928, -2.477], [-4.211, 5.421, -0.060], [-3.034, 3.517, 1.112], [-0.754, 4.984, 1.110], [1.068, 6.780, 1.353], [3.389, 6.089, 1.396], [4.044, 3.793, 0.829], [2.267, 2.050, 0.632], [-2.782, -2.534, 1.683], [-3.970, -3.720, -0.155], [-4.638, -2.425, -2.165], [-4.089, 0.019, -2.389], [-2.912, 1.039, -0.588], [-4.634, 1.306, 1.379], [-6.780, 1.714, 2.703], [-6.858, 1.157, 5.161], [-4.876, 0.425, 6.311], [-2.842, -0.136, 4.991], [-0.027, -1.548, 0.636], [2.822, -2.981, -2.784], [1.846, -3.768, -2.699], [1.085, -3.815, -1.697], [1.475, -4.643, -3.877], [0.221, -5.219, -3.993], [-0.189, -5.791, -5.250], [0.716, -5.811, -6.297], [2.001, -5.256, -6.153], [2.328, -4.637, -4.978], [0.350, -6.291, -7.626], [-0.782, -6.785, -7.716], [1.209, -6.464, -8.444], [-0.459, -5.230, -3.139], [-1.155, -6.209, -5.372], [2.577, -5.194, -7.082], [3.292, -4.163, -4.933], [-0.953, -1.543, -4.545], [0.110, -1.765, -3.622], [0.002, -0.862, -2.470], [-0.891, -0.039, -2.589], [-1.938, -1.506, -4.071], [-0.878, -2.365, -5.262], [-0.834, -0.613, -5.159], [2.779, 0.903, -3.661], [2.933, 1.328, -2.370], [2.121, 2.480, -2.062], [2.565, 0.296, -1.404], [4.247, 1.666, -2.161]], "lowdin_spin": [6.043, -0.001, -0.003, -0.002, -0.002, 0.000, 0.000, 0.000, 0.000, 0.000, 0.000, 0.000, 0.000, 0.000, 0.000, 0.000, 0.000, 0.000, 0.000, 0.000, 0.000, 0.000, 0.000, 0.000, 0.000, 0.000, 0.000, 0.000, 0.000, 0.000, 0.000, 0.000, 0.000, 0.000, 0.000, 0.000, 0.000, 0.000, 0.000, 0.000, 0.000, 0.000, 0.000, 0.000, 0.000, 0.000, 0.000, 0.000, 0.000, 0.000, 0.000, 0.000, 0.000, 0.000, 0.000, 0.000, 0.000, 0.000, 0.000, 0.000, 0.000, 0.000, 0.000, 0.000, 0.000, 0.000, 0.000, 0.000, 0.000, 0.000, 0.000, 0.000, 0.000, 0.000, 0.000, 0.000, 0.000, 0.000, 0.000, 0.000, 0.000, 0.000, 0.000, 0.000, 0.000, 0.000, 0.000, -0.011, 0.003, 0.001, -0.008, 0.000, 0.000, 0.000, 0.000, 0.000, 0.000, 0.000, 0.000, 0.000, 0.000, 0.000, 0.000, 0.000, -0.001, -0.003, -0.015, -0.003, 0.000, 0.000, 0.000, 0.000, 0.001, 0.000, 0.001, 0.000], "multiplicity": 7, "homo_lumo_gap_ev": [5.60, 5.62], "e_above_lowest_kcal_mol": 29.3, "charge": -2, "lumo_ha": [0.11511, 0.11512], "s2": 12.61}

Record 3
{"formula": "C4H12N2O2", "method": "ωB97M-V with the def2-TZVPD basis set", "symbols": ["C", "C", "O", "H", "H", "H", "H", "H", "H", "C", "N", "C", "N", "O", "H", "H", "H", "H", "H", "H"], "positions_angstrom": [[-1.333, 0.984, 1.954], [0.925, -0.289, 1.160], [-1.910, 1.470, 0.982], [-0.938, 1.391, -0.263], [-0.529, 1.529, 2.462], [-1.748, 0.127, 2.496], [0.567, -0.387, 2.182], [1.272, -1.304, 0.967], [1.787, 0.372, 1.230], [1.757, 0.001, -1.430], [-0.357, -1.097, -1.109], [0.400, 0.025, -0.760], [-1.764, -1.054, -1.160], [-0.166, 1.234, -0.897], [-0.077, -1.950, -0.644], [-2.096, -0.500, -0.369], [-2.052, -0.575, -2.007], [2.349, 0.841, -1.076], [1.626, 0.105, -2.510], [2.286, -0.923, -1.210]], "nbo_charge": [0.317, -0.853, -0.597, 0.505, 0.139, 0.135, 0.200, 0.184, 0.198, -0.649, -0.520, 0.587, -0.646, -0.728, 0.370, 0.335, 0.354, 0.221, 0.231, 0.217], "homo_lumo_gap_ev": 8.46, "e_above_lowest_kcal_mol": 121.4, "lumo_ha": 0.00797}

Record 4
{"formula": "C25H34AsN3OS3Sc", "method": "ωB97M-V with the def2-TZVPD basis set", "symbols": ["Sc", "C", "N", "C", "C", "N", "C", "C", "C", "C", "C", "C", "C", "S", "C", "C", "C", "C", "C", "C", "S", "H", "H", "H", "H", "H", "H", "H", "H", "H", "H", "H", "H", "H", "H", "H", "H", "H", "H", "O", "C", "C", "C", "C", "C", "C", "N", "H", "H", "H", "H", "H", "H", "H", "C", "As", "C", "C", "S", "H", "H", "H", "H", "H", "H", "H", "H", "H"], "positions_angstrom": [[0.318, 0.027, 0.009], [0.038, -1.752, 2.878], [-0.495, -0.459, 2.363], [-1.970, -0.533, 2.392], [-2.501, -0.997, 1.059], [-2.085, -0.071, -0.025], [-2.528, 1.313, 0.247], [-2.672, -0.505, -1.305], [-4.001, -0.916, -1.369], [-4.553, -1.314, -2.575], [-3.774, -1.283, -3.725], [-2.470, -0.836, -3.664], [-1.900, -0.426, -2.456], [-0.295, 0.266, -2.425], [0.044, 0.617, 3.188], [-0.660, 1.152, 4.261], [-0.099, 2.162, 5.029], [1.179, 2.619, 4.740], [1.896, 2.061, 3.696], [1.345, 1.049, 2.913], [2.268, 0.283, 1.620], [-0.377, -2.573, 2.299], [-0.248, -1.856, 3.928], [1.119, -1.766, 2.773], [-2.378, 0.445, 2.637], [-2.313, -1.213, 3.179], [-3.591, -1.050, 1.132], [-2.148, -1.997, 0.796], [-3.601, 1.347, 0.460], [-2.314, 1.915, -0.635], [-1.994, 1.728, 1.102], [-4.625, -0.929, -0.487], [-5.582, -1.642, -2.614], [-4.192, -1.597, -4.672], [-1.872, -0.783, -4.564], [-1.645, 0.787, 4.516], [-0.658, 2.581, 5.854], [1.622, 3.406, 5.335], [2.899, 2.402, 3.478], [2.389, 0.342, -1.173], [2.410, 1.494, -2.020], [1.640, 2.632, -1.392], [1.804, 3.931, -1.849], [1.098, 4.951, -1.240], [0.277, 4.650, -0.165], [0.175, 3.332, 0.233], [0.819, 2.332, -0.380], [2.886, 0.594, -0.375], [1.976, 1.210, -2.979], [3.446, 1.798, -2.191], [2.483, 4.133, -2.666], [1.208, 5.970, -1.585], [-0.266, 5.420, 0.364], [-0.423, 3.068, 1.094], [2.032, -2.397, -3.254], [1.951, -3.182, -1.519], [1.829, -5.067, -1.781], [3.599, -2.865, -0.609], [0.258, -2.566, -0.382], [2.886, -2.822, -3.782], [2.126, -1.321, -3.152], [1.102, -2.630, -3.771], [2.694, -5.406, -2.351], [0.911, -5.282, -2.325], [1.804, -5.554, -0.807], [4.418, -3.224, -1.231], [3.571, -3.407, 0.334], [3.708, -1.798, -0.415]], "nbo_charge": [1.424, -0.410, -0.537, -0.247, -0.218, -0.530, -0.416, 0.075, -0.176, -0.233, -0.189, -0.207, -0.153, -0.364, 0.176, -0.261, -0.211, -0.197, -0.203, -0.191, -0.383, 0.216, 0.197, 0.241, 0.220, 0.220, 0.208, 0.232, 0.211, 0.243, 0.198, 0.204, 0.223, 0.224, 0.223, 0.220, 0.226, 0.226, 0.230, -0.756, -0.110, 0.221, -0.232, -0.125, -0.262, 0.122, -0.546, 0.518, 0.239, 0.209, 0.234, 0.236, 0.239, 0.197, -0.964, 1.536, -0.965, -0.962, -0.658, 0.246, 0.268, 0.264, 0.250, 0.261, 0.260, 0.250, 0.261, 0.260], "homo_lumo_gap_ev": 7.71, "e_above_lowest_kcal_mol": 8.6, "charge": 1, "lumo_ha": -0.08222}

Record 5
{"formula": "C18H26AsClN3O3Y", "method": "ωB97M-V with the def2-TZVPD basis set", "symbols": ["Y", "Cl", "C", "C", "C", "C", "O", "C", "C", "O", "C", "H", "H", "H", "H", "C", "C", "As", "C", "C", "C", "C", "H", "H", "H", "H", "H", "H", "H", "H", "H", "H", "H", "H", "H", "H", "H", "C", "N", "C", "C", "C", "N", "C", "O", "N", "H", "H", "H", "H", "H", "H", "H"], "positions_angstrom": [[0.334, 0.077, 0.731], [-3.872, 4.471, 4.611], [-2.670, 3.706, 3.645], [-1.998, 4.442, 2.659], [-1.030, 3.863, 1.867], [-0.698, 2.525, 2.019], [0.252, 1.979, 1.247], [-1.370, 1.775, 3.020], [-1.077, 0.423, 3.336], [-0.288, -0.340, 2.704], [-2.351, 2.397, 3.832], [-2.245, 5.489, 2.532], [-0.498, 4.444, 1.126], [-1.568, 0.005, 4.215], [-2.847, 1.821, 4.605], [4.633, -1.688, 1.828], [3.496, -2.645, 1.483], [2.186, -1.901, 0.252], [1.314, -3.519, -0.417], [-0.080, -3.314, -1.004], [3.283, -1.350, -1.276], [2.618, -0.289, -2.151], [5.228, -2.105, 2.640], [4.274, -0.714, 2.164], [5.304, -1.531, 0.987], [2.938, -2.930, 2.372], [3.858, -3.558, 1.017], [1.289, -4.208, 0.425], [1.995, -3.933, -1.156], [-0.786, -2.942, -0.263], [-0.478, -4.258, -1.376], [-0.065, -2.620, -1.849], [3.513, -2.244, -1.849], [4.218, -0.973, -0.870], [1.692, -0.645, -2.608], [3.280, 0.027, -2.958], [2.392, 0.618, -1.578], [-4.021, -0.843, -1.317], [-2.902, -0.020, -1.828], [-2.956, 0.586, -3.054], [-1.941, 1.337, -3.519], [-0.806, 1.491, -2.676], [-0.746, 0.873, -1.488], [-1.788, 0.137, -1.076], [-1.703, -0.429, 0.062], [0.226, 2.243, -3.041], [-4.775, -0.896, -2.096], [-4.440, -0.384, -0.427], [-3.668, -1.840, -1.077], [-3.863, 0.425, -3.620], [-2.000, 1.813, -4.487], [0.216, 2.747, -3.912], [0.990, 2.407, -2.408]], "nbo_charge": [2.135, 0.075, -0.090, -0.113, -0.232, 0.387, -0.881, -0.297, 0.480, -0.748, -0.115, 0.253, 0.238, 0.192, 0.245, -0.622, -0.657, 0.698, -0.665, -0.623, -0.681, -0.609, 0.251, 0.206, 0.218, 0.241, 0.240, 0.245, 0.239, 0.210, 0.251, 0.197, 0.242, 0.244, 0.209, 0.253, 0.173, -0.401, -0.367, 0.133, -0.342, 0.491, -0.656, 0.773, -0.779, -0.715, 0.233, 0.238, 0.237, 0.251, 0.265, 0.429, 0.420], "homo_lumo_gap_ev": 7.59, "e_above_lowest_kcal_mol": 10.7, "charge": 2, "lumo_ha": -0.23497}